Here is C23H46BrCdGeNO6Si3 as an isolated structure at a distorted geometry from the Open Molecules 2025 dataset. Energies are from ωB97M-V/def2-TZVPD.

Last column: Löwdin spin population.
Geometry (Å):
1 Cd -0.690 -1.047 0.055  0.16
2 Br 7.076 -1.780 1.343  0.00
3 Ge 0.052 1.504 -0.215  0.36
4 Si 1.034 2.386 1.832  0.08
5 Si 1.639 1.976 -2.000  0.03
6 Si -1.877 2.892 -0.889  0.06
7 O -3.321 -0.438 0.695  0.03
8 O 1.670 -1.589 0.818  0.06
9 O -0.710 -3.388 0.464  0.00
10 O -1.540 -1.782 2.425  0.01
11 O 1.221 -1.929 -1.334  0.06
12 O -2.231 -2.173 -1.331  0.02
13 N 5.084 -3.512 -1.816  0.00
14 C 3.193 0.925 -1.825  0.00
15 C -3.397 -0.247 2.110  0.00
16 C 1.254 4.244 1.614  0.04
17 C 2.697 1.489 2.036  0.00
18 C 3.835 -3.119 -1.648  0.00
19 C -1.785 -3.510 -1.651  0.00
20 C -0.319 -3.725 1.769  0.00
21 C -3.157 3.098 0.505  0.00
22 C -2.781 -1.348 2.956  0.00
23 C 6.014 -3.189 -0.941  0.00
24 C 5.688 -2.463 0.219  0.00
25 C 3.389 -2.487 -0.458  0.01
26 C -1.491 4.616 -1.623  0.02
27 C 4.360 -2.206 0.513  0.00
28 C -4.045 -1.565 0.177  0.00
29 C -0.118 1.898 3.284  0.00
30 C -1.432 -4.263 -0.375  0.00
31 C 1.965 -1.974 -0.333  0.01
32 C -3.630 -1.828 -1.262  0.00
33 C 0.733 1.521 -3.601  0.00
34 C -2.540 1.775 -2.275  0.01
35 C 2.124 3.827 -2.066  0.01
36 C -1.204 -3.095 2.814  0.00
37 H -1.171 5.308 -0.848  0.00
38 H -2.617 -4.022 -2.157  0.00
39 H 3.411 0.663 -0.761  0.00
40 H 4.024 1.452 -2.264  0.00
41 H 3.024 -0.030 -2.386  0.00
42 H -0.033 0.732 -3.505  0.00
43 H -3.936 -2.482 0.773  0.00
44 H 1.505 1.100 -4.259  0.00
45 H 4.091 -1.786 1.461  0.00
46 H -3.504 -2.192 3.039  0.00
47 H 0.289 4.715 1.342  0.00
48 H 0.721 -3.355 1.878  0.00
49 H -0.341 0.822 3.250  0.00
50 H -2.842 0.680 2.335  0.00
51 H -2.188 0.721 -2.311  0.00
52 H 1.433 4.526 -1.579  0.00
53 H 2.023 4.504 0.862  0.00
54 H -4.119 2.677 0.194  0.00
55 H 2.611 0.411 1.830  0.00
56 H 2.228 4.103 -3.105  0.00
57 H 3.456 1.895 1.377  0.00
58 H -1.009 2.542 3.297  0.00
59 H -3.785 -0.931 -1.892  0.00
60 H -2.243 2.199 -3.216  0.00
61 H -0.727 4.541 -2.377  0.00
62 H -2.104 -3.697 2.990  0.00
63 H -2.420 4.954 -2.091  0.00
64 H -5.127 -1.328 0.115  0.00
65 H -2.815 2.641 1.413  0.00
66 H 3.101 3.982 -1.567  0.00
67 H 0.346 2.422 -4.085  0.00
68 H -3.625 1.752 -2.209  0.00
69 H -4.226 -2.643 -1.696  0.00
70 H -3.308 4.155 0.665  0.00
71 H -0.829 -5.164 -0.611  0.00
72 H 2.981 1.612 3.088  0.00
73 H 3.127 -3.319 -2.432  0.00
74 H 0.414 2.065 4.208  0.00
75 H -0.622 -3.099 3.760  0.00
76 H -2.365 -4.610 0.122  0.00
77 H -0.257 -4.820 1.836  0.00
78 H 7.024 -3.493 -1.154  0.00
79 H -0.894 -3.424 -2.276  0.00
80 H -4.434 -0.047 2.451  0.00
81 H -2.600 -0.936 3.958  0.00
82 H 1.571 4.708 2.551  0.01

gap between HOMO and LUMO (alpha / beta)	9.019 / 5.254	eV
E_LUMO (alpha / beta)	-2.020 / -5.624	eV
⟨S²⟩	0.755
HOMO (alpha / beta)	-11.04 / -10.88	eV
net charge	+1
spin multiplicity	2
ΔE to the lowest compared entry with this formula, charge and spin	0.000	eV
total energy	-7097.146826	Eh

***

Here is a 2-piece molecular cluster, C23H46N3O3 overall at a distorted geometry from the Open Molecules 2025 dataset. Energies are from ωB97M-V/def2-TZVPD.

Last column: Löwdin charge in e.
Geometry (Å):
1 O 2.158 -1.094 3.850  0.00
2 O 2.290 1.181 3.656  0.09
3 O -5.936 0.159 -0.354  -0.23
4 N -4.734 -1.191 -2.448  0.06
5 N -2.485 -1.970 -3.463  0.03
6 N -3.433 -3.220 -1.524  0.23
7 C -1.952 1.683 -1.883  -0.16
8 C 0.527 1.778 -3.110  -0.23
9 C -7.132 -0.091 1.881  -0.22
10 C 3.500 -1.380 5.736  -0.17
11 C 3.132 0.079 5.638  -0.08
12 C 2.410 1.801 -1.228  -0.21
13 C -6.546 0.960 0.720  -0.21
14 C 2.457 -2.041 4.874  -0.17
15 C 5.365 -1.893 -0.003  -0.25
16 C 3.779 0.959 -1.623  -0.20
17 C 6.652 -0.945 -0.366  -0.22
18 C -2.778 0.585 -2.787  -0.21
19 C -4.563 0.628 -0.672  -0.16
20 C -3.595 -2.185 -2.413  -0.13
21 C 5.110 -1.923 1.649  -0.14
22 C 1.829 2.610 -2.565  -0.19
23 C -8.784 -0.104 1.866  -0.15
24 C 6.299 0.623 -0.682  -0.21
25 C 2.503 0.155 4.280  -0.47
26 C -0.917 2.523 -2.894  -0.19
27 C 4.777 1.090 -0.298  -0.21
28 C -4.284 0.237 -2.244  -0.23
29 C -1.793 -0.707 -3.001  -0.17
30 H 4.834 2.263 -0.080  0.12
31 H -2.609 -3.871 -1.689  0.16
32 H -6.681 -1.171 1.716  0.11
33 H -1.029 -0.411 -3.869  0.15
34 H 3.516 -1.759 6.761  0.12
35 H 6.502 0.823 -1.823  0.11
36 H -1.504 2.770 -3.876  0.11
37 H 5.677 -3.012 -0.272  0.11
38 H 0.656 1.637 -4.288  0.12
39 H -0.722 3.553 -2.324  0.12
40 H 7.436 -1.077 0.493  0.10
41 H 2.655 2.604 -0.403  0.11
42 H 0.595 0.694 -2.657  0.09
43 H 4.312 1.410 -2.563  0.11
44 H 2.392 0.364 6.391  0.14
45 H 4.391 -1.672 -0.614  0.09
46 H 7.059 1.299 -0.079  0.11
47 H 1.628 1.050 -0.770  0.10
48 H -5.344 -1.292 -3.288  0.15
49 H -5.821 1.762 1.179  0.13
50 H 4.015 0.720 5.700  0.13
51 H 4.333 0.609 0.672  0.11
52 H 7.144 -1.383 -1.360  0.11
53 H -3.990 -3.394 -0.659  0.16
54 H -9.198 -0.919 2.614  0.08
55 H -9.192 0.970 2.117  0.08
56 H 2.827 -2.967 4.424  0.13
57 H -9.097 -0.349 0.741  0.09
58 H -5.031 0.913 -2.884  0.18
59 H -1.132 -0.984 -2.062  0.14
60 H -4.614 1.820 -0.636  0.14
61 H -2.628 2.511 -1.386  0.12
62 H 4.120 -1.350 1.898  0.05
63 H -3.745 0.236 0.073  0.15
64 H 3.451 -0.142 -1.854  0.10
65 H 1.537 -2.259 5.428  0.13
66 H 2.650 2.556 -3.419  0.11
67 H -7.511 1.557 0.350  0.13
68 H 5.979 -1.368 2.227  0.08
69 H 4.495 -1.537 5.301  0.12
70 H 4.952 -3.037 2.044  0.08
71 H -1.839 -2.789 -3.494  0.12
72 H -1.230 1.181 -1.076  0.13
73 H -6.725 0.329 2.906  0.11
74 H -2.915 1.083 -3.863  0.15
75 H 1.547 3.726 -2.334  0.11

gap between HOMO and LUMO	7.335	eV
E_LUMO	-4.419	eV
HOMO	-11.75	eV
net charge	+1
spin multiplicity	1
ΔE to the lowest compared entry with this formula, charge and spin	9.735	eV
total energy	-1293.359905	Eh

***

Here is C23H47AuNO2S2Si2 as an isolated structure at a distorted geometry from the Open Molecules 2025 dataset. Energies are from ωB97M-V/def2-TZVPD.

Last column: Löwdin spin population.
Geometry (Å):
1 Au 2.045 -0.655 -0.317  0.66
2 S 5.626 -2.687 -1.335  0.02
3 S 4.273 -0.649 0.601  0.51
4 Si -4.617 0.066 0.585  0.00
5 Si 1.567 -3.798 1.354  0.04
6 O 2.052 1.125 0.757  0.07
7 O -2.284 3.924 -0.489  0.00
8 N 3.187 -1.887 -1.358  0.11
9 C -3.039 0.251 -0.442  0.00
10 C 2.671 -3.907 -4.415  0.00
11 C -6.055 0.981 -0.198  0.00
12 C 1.433 -1.909 1.226  0.40
13 C 2.515 -4.622 -0.023  0.00
14 C 1.631 1.326 2.118  0.00
15 C 2.896 2.164 0.247  0.01
16 C -2.646 4.848 0.539  0.00
17 C 3.314 -2.715 -2.428  0.01
18 C 2.386 -4.229 2.983  0.02
19 C 4.347 -1.795 -0.711  0.06
20 C 2.331 -3.035 -3.360  0.00
21 C -1.898 4.718 -2.749  0.00
22 C 2.759 1.488 3.149  0.00
23 C 2.328 3.584 0.207  0.00
24 C -0.133 -4.577 1.445  0.00
25 C -2.276 6.306 0.229  0.00
26 C -2.908 4.136 -1.758  0.00
27 C 4.606 -3.249 -2.554  0.01
28 C -5.151 -1.725 0.658  0.00
29 C -4.401 0.657 2.352  0.00
30 C 3.974 -4.439 -4.524  0.00
31 C 4.956 -4.104 -3.585  0.00
32 H -1.526 5.688 -2.423  0.00
33 H 1.999 -3.608 3.789  0.00
34 H 1.529 3.650 -0.522  0.00
35 H 1.931 -4.173 -5.154  0.00
36 H 2.352 1.511 4.159  0.00
37 H -6.993 0.728 0.294  0.00
38 H 5.964 -4.500 -3.660  0.00
39 H 2.506 -5.705 0.092  0.00
40 H -2.130 4.549 1.450  0.00
41 H -2.347 4.843 -3.733  0.00
42 H -5.353 0.654 2.881  0.00
43 H -2.530 -0.679 -0.454  0.00
44 H 3.464 -4.102 2.947  0.00
45 H -5.918 -1.877 1.416  0.00
46 H 3.457 0.659 3.097  0.00
47 H -3.252 3.177 -2.143  0.00
48 H -0.727 -4.129 2.241  0.00
49 H 3.156 1.887 -0.769  0.00
50 H 0.954 2.176 2.178  0.00
51 H -3.372 0.431 -1.455  0.00
52 H -4.009 1.671 2.389  0.00
53 H -3.710 4.770 0.760  0.00
54 H -1.043 4.051 -2.855  0.00
55 H 3.827 2.191 0.810  0.00
56 H -2.847 6.696 -0.613  0.00
57 H 2.195 -5.268 3.246  0.00
58 H 3.316 2.413 3.004  0.00
59 H -4.313 -2.373 0.899  0.00
60 H -0.057 -5.643 1.656  0.00
61 H 1.334 -2.625 -3.280  0.00
62 H 1.956 3.916 1.174  0.00
63 H -6.154 0.721 -1.252  0.00
64 H -3.801 4.760 -1.692  0.00
65 H -5.934 2.059 -0.131  0.00
66 H -2.493 1.141 -0.210  0.00
67 H 3.554 -4.303 -0.037  0.00
68 H 0.528 -1.608 1.751  0.03
69 H -2.484 6.945 1.087  0.00
70 H 2.249 -1.440 1.765  0.02
71 H 1.030 0.472 2.412  0.00
72 H -0.685 -4.475 0.514  0.00
73 H 2.070 -4.393 -0.989  0.00
74 H 3.096 4.290 -0.106  0.00
75 H -3.722 0.011 2.905  0.00
76 H 4.229 -5.105 -5.339  0.00
77 H -5.566 -2.047 -0.294  0.00
78 H -1.217 6.405 -0.007  0.00

gap between HOMO and LUMO (alpha / beta)	8.375 / 6.166	eV
E_LUMO (alpha / beta)	-2.947 / -5.447	eV
⟨S²⟩	2.010
HOMO (alpha / beta)	-11.32 / -11.61	eV
net charge	+1
spin multiplicity	3
ΔE to the lowest compared entry with this formula, charge and spin	0.000	eV
total energy	-2620.520118	Eh

***

Number 1: molecular weight 781.8 g/mol. Number 2: molecular weight 412.6 g/mol. Number 3: molecular weight 686.9 g/mol.